Below is 9 unconnected molecules or ions with the total composition C43H112N8O14 at a distorted geometry, with properties calculated with wB97M-V/def2-TZVPD.

Summary:
SMILES	COC[C@H](C)N.COC[C@H](C)N.COC[C@H](C)N.COCCNCCOC.COCCNCCOC.COCCNCCOC.COCCNCCOC.COCCNCCOC.CO
HOMO level	-8.455	eV
energy	-86980.526	eV
Kohn-Sham gap	8.831	eV
multiplicity	1
F_max	0.0495	hartree/bohr
energy above the lowest of the compared OMol25 structures with the same formula, charge and spin	315.22	kJ/mol

Positions of all 177 atoms, in Å:
O1 2.300 -5.663 -40.162
O2 -1.216 0.075 -46.278
O3 13.325 10.521 -40.232
O4 14.983 5.030 -43.166
O5 2.726 6.104 -50.236
O6 6.076 9.610 -53.610
O7 9.477 6.781 -40.722
O8 4.745 -1.419 -40.000
O9 8.764 6.243 -51.204
O10 3.110 -2.969 -48.909
O11 -1.276 3.441 -52.378
O12 10.439 -2.159 -48.202
O13 5.621 1.904 -46.753
O14 -0.525 6.622 -45.462
N1 11.805 3.211 -42.458
N2 8.773 9.022 -52.469
N3 2.236 -2.580 -41.035
N4 1.647 0.032 -47.171
N5 -3.973 6.284 -44.315
N6 10.095 -1.366 -44.651
N7 11.220 8.729 -39.141
N8 0.554 4.064 -49.781
C1 -1.291 2.876 -51.081
C2 8.783 5.358 -50.122
C3 12.672 3.987 -44.583
C4 -2.860 6.882 -44.999
C5 -0.888 3.996 -50.102
C6 3.792 -4.164 -48.559
C7 2.783 4.804 -50.805
C8 1.404 -4.583 -39.878
C9 1.080 -0.394 -45.887
C10 9.882 7.993 -52.571
C11 13.037 3.490 -43.169
C12 -1.878 2.670 -53.442
C13 9.523 -2.006 -49.263
C14 -1.587 6.027 -44.740
C15 12.917 10.539 -38.875
C16 13.326 11.768 -40.856
C17 2.366 -6.490 -39.035
C18 5.385 -0.145 -39.944
C19 12.534 9.037 -38.507
C20 10.755 -1.914 -45.822
C21 13.797 4.600 -42.423
C22 1.866 -0.956 -48.280
C23 2.738 -2.177 -47.830
C24 9.390 7.048 -39.305
C25 3.983 6.702 -50.020
C26 4.793 10.296 -53.561
C27 -2.562 -0.266 -46.711
C28 6.289 1.678 -45.547
C29 8.517 9.852 -53.633
C30 10.814 7.384 -38.750
C31 3.570 -3.030 -41.433
C32 9.871 7.113 -51.271
C33 7.186 10.530 -53.515
C34 8.241 6.968 -41.406
C35 -0.338 -0.990 -46.022
C36 4.534 -1.861 -41.393
C37 9.803 -1.749 -46.964
C38 15.840 6.052 -42.620
C39 1.302 4.279 -51.050
C40 11.203 -3.335 -45.517
C41 0.814 6.081 -45.124
C42 1.196 -3.557 -41.033
C43 -2.647 8.352 -44.592
H1 16.631 6.405 -43.282
H2 7.964 8.503 -52.158
H3 -1.428 3.935 -49.157
H4 1.173 -4.103 -41.976
H5 3.186 4.937 -51.809
H6 10.855 8.468 -52.696
H7 9.374 4.452 -50.255
H8 -1.734 5.004 -45.087
H9 -2.980 6.856 -46.083
H10 12.040 4.862 -44.435
H11 -3.707 6.164 -43.348
H12 1.251 3.411 -51.708
H13 1.383 -6.843 -38.725
H14 13.747 2.664 -43.206
H15 2.875 -5.899 -38.273
H16 0.435 -5.072 -39.781
H17 8.442 9.249 -54.538
H18 4.732 1.558 -46.647
H19 16.383 5.689 -41.748
H20 2.167 -2.802 -47.144
H21 9.830 -2.548 -50.158
H22 3.317 4.042 -50.238
H23 7.074 11.282 -54.295
H24 9.527 -0.699 -47.058
H25 12.035 11.167 -38.753
H26 0.872 5.024 -51.719
H27 13.632 11.730 -41.901
H28 3.554 -3.479 -42.426
H29 4.680 6.782 -50.853
H30 2.430 -2.186 -40.125
H31 10.501 -1.662 -43.775
H32 12.547 9.003 -37.418
H33 5.877 2.271 -44.731
H34 11.361 4.085 -42.212
H35 11.595 -1.256 -46.046
H36 -3.109 0.646 -46.951
H37 14.006 12.393 -40.277
H38 15.323 6.963 -42.319
H39 13.741 10.922 -38.274
H40 10.297 -3.890 -45.271
H41 10.338 -0.386 -44.642
H42 -1.550 1.631 -53.411
H43 -0.706 1.957 -51.068
H44 -1.178 4.956 -50.528
H45 6.290 -0.168 -40.550
H46 0.964 5.014 -44.961
H47 7.731 7.895 -41.145
H48 11.790 -3.350 -44.599
H49 1.645 -3.965 -39.013
H50 4.021 -4.752 -49.448
H51 13.968 4.412 -41.363
H52 -1.573 3.183 -54.354
H53 -2.966 2.727 -53.390
H54 4.065 -3.739 -40.769
H55 9.406 -0.946 -49.490
H56 3.717 -1.877 -47.454
H57 9.293 10.617 -53.661
H58 10.000 7.752 -50.397
H59 8.473 7.074 -42.466
H60 5.505 -2.194 -41.760
H61 -1.954 8.787 -45.312
H62 4.672 0.607 -40.285
H63 4.462 6.117 -49.235
H64 1.579 6.278 -45.876
H65 11.524 6.679 -39.183
H66 8.897 -2.341 -46.832
H67 -3.600 8.882 -44.604
H68 13.141 5.470 -42.387
H69 6.141 0.634 -45.272
H70 -4.759 6.914 -44.247
H71 -1.387 5.978 -43.669
H72 -2.316 2.664 -50.775
H73 12.363 12.270 -40.764
H74 5.563 0.100 -38.897
H75 11.755 -3.832 -46.315
H76 0.982 0.686 -47.560
H77 10.775 6.513 -51.371
H78 13.535 4.337 -45.149
H79 7.504 6.181 -41.245
H80 0.762 4.815 -49.138
H81 7.066 11.020 -52.549
H82 4.047 9.518 -53.721
H83 7.367 1.823 -45.617
H84 12.144 3.244 -45.180
H85 4.622 10.709 -52.567
H86 2.911 -7.422 -39.186
H87 -0.389 -1.798 -46.751
H88 10.779 7.267 -37.667
H89 8.492 -2.255 -49.013
H90 1.179 6.402 -44.148
H91 0.231 -3.059 -40.940
H92 7.773 4.986 -49.950
H93 -2.165 8.564 -43.638
H94 4.692 -4.022 -47.962
H95 -0.599 -1.407 -45.049
H96 1.792 -1.184 -45.648
H97 11.465 8.658 -40.118
H98 3.839 7.734 -49.698
H99 8.784 7.950 -39.217
H100 9.753 7.390 -53.470
H101 -2.448 -0.724 -47.693
H102 1.110 0.401 -45.142
H103 2.306 -0.404 -49.111
H104 9.117 5.931 -49.258
H105 4.664 11.067 -54.321
H106 3.147 -4.815 -47.969
H107 4.257 -1.009 -42.013
H108 8.948 6.190 -38.798
H109 13.236 8.288 -38.873
H110 0.872 -1.269 -48.599
H111 12.188 2.871 -41.587
H112 -3.101 -0.948 -46.053

Results of the Löwdin charge analysis, in e, for atoms 1 through 99:
1 O -0.190
2 O -0.204
3 O -0.212
4 O -0.200
5 O -0.201
6 O -0.206
7 O -0.210
8 O -0.214
9 O -0.191
10 O -0.198
11 O -0.229
12 O -0.180
13 O -0.118
14 O -0.186
15 N 0.041
16 N -0.066
17 N -0.070
18 N -0.080
19 N 0.027
20 N 0.030
21 N -0.064
22 N -0.055
23 C -0.224
24 C -0.116
25 C -0.057
26 C -0.437
27 C -0.197
28 C -0.107
29 C -0.199
30 C -0.212
31 C -0.188
32 C -0.159
33 C -0.446
34 C -0.078
35 C -0.130
36 C -0.217
37 C -0.197
38 C -0.125
39 C -0.131
40 C -0.113
41 C -0.175
42 C -0.466
43 C -0.190
44 C -0.152
45 C -0.232
46 C -0.190
47 C -0.116
48 C -0.090
49 C -0.072
50 C -0.185
51 C -0.228
52 C -0.213
53 C -0.211
54 C -0.227
55 C -0.237
56 C -0.117
57 C -0.240
58 C -0.200
59 C -0.202
60 C -0.101
61 C -0.191
62 C -0.050
63 C -0.074
64 C -0.204
65 C -0.066
66 H 0.080
67 H 0.094
68 H 0.108
69 H 0.119
70 H 0.115
71 H 0.108
72 H 0.085
73 H 0.122
74 H 0.134
75 H 0.076
76 H 0.068
77 H 0.107
78 H 0.083
79 H 0.140
80 H 0.090
81 H 0.112
82 H 0.119
83 H 0.067
84 H 0.077
85 H 0.112
86 H 0.088
87 H 0.118
88 H 0.116
89 H 0.123
90 H 0.115
91 H 0.106
92 H 0.091
93 H 0.125
94 H 0.082
95 H 0.099
96 H 0.066
97 H 0.109
98 H 0.073
99 H 0.066

Below is 16 unconnected molecules or ions with the total composition C43H113BN2O17 at a distorted geometry, with properties calculated with wB97M-V/def2-TZVPD.

Summary:
HOMO level	-9.682	eV
energy	-84883.855	eV
Kohn-Sham gap	10.137	eV
multiplicity	1
F_max	0.0596	hartree/bohr

Positions of all 176 atoms, in Å:
O1 6.647 11.338 3.682
O2 2.093 0.470 -3.974
O3 10.054 4.040 -0.520
O4 -5.665 -7.343 5.854
O5 5.884 5.555 0.120
O6 -2.474 -10.506 4.591
O7 10.024 1.437 2.792
O8 -3.745 -3.882 -3.380
O9 5.994 6.101 5.403
O10 3.650 4.699 -2.071
O11 7.805 1.349 -5.698
O12 -13.048 -3.147 -2.637
O13 7.453 8.161 1.522
O14 -4.345 -0.229 -2.865
O15 -3.677 -5.066 2.255
O16 -1.473 -6.412 4.549
O17 -4.259 2.417 -6.984
N1 -5.271 -2.749 -6.136
N2 -1.077 -0.590 -2.750
C1 2.031 2.890 -4.057
C2 9.230 1.975 -1.479
C3 -5.738 -0.440 -3.082
C4 5.500 7.886 2.928
C5 7.009 7.947 2.867
C6 -0.052 -10.320 4.453
C7 -2.179 -0.874 -3.015
C8 4.464 4.224 5.652
C9 -3.517 -1.202 -4.960
C10 -5.204 -6.958 2.326
C11 -14.854 -4.095 -1.307
C12 7.903 11.857 3.245
C13 1.990 6.189 -1.119
C14 6.485 1.579 -5.203
C15 1.981 1.594 -4.844
C16 10.143 3.173 -1.648
C17 -8.839 -1.842 -2.223
C18 5.962 0.386 -4.426
C19 9.920 0.017 2.873
C20 -6.162 0.196 -0.671
C21 2.800 4.916 -0.951
C22 -3.949 -2.747 -1.157
C23 -7.135 -9.284 5.908
C24 6.188 4.167 0.247
C25 5.904 4.681 5.513
C26 0.937 -6.160 4.382
C27 -3.543 -1.247 -3.412
C28 8.476 -0.428 3.009
C29 -5.708 -8.770 5.863
C30 -8.456 -2.734 -3.414
C31 -1.835 2.599 -7.142
C32 -0.366 -6.427 3.651
C33 6.885 3.899 1.565
C34 -4.462 -2.070 -5.631
C35 8.635 12.566 4.369
C36 -10.316 -1.469 -2.375
C37 -6.542 -0.731 -1.813
C38 -3.143 2.342 -7.869
C39 -14.370 -2.929 -2.150
C40 -4.869 -3.883 -0.672
C41 -8.040 -0.544 -2.175
C42 -3.761 -6.492 2.286
C43 -1.354 -10.559 3.710
B1 -3.762 -2.698 -2.710
H1 -5.140 -9.141 6.723
H2 6.623 0.158 -3.589
H3 -5.754 -6.589 1.458
H4 -4.319 -4.770 -0.412
H5 5.617 6.477 6.203
H6 1.334 6.355 -0.262
H7 -5.704 -6.574 3.218
H8 9.600 12.946 4.031
H9 -3.277 3.065 -8.681
H10 -7.647 -2.338 -4.017
H11 -5.260 -8.049 2.340
H12 6.350 4.268 4.611
H13 -2.512 -1.379 -5.314
H14 4.008 4.653 6.548
H15 -6.462 -0.281 0.256
H16 6.820 3.863 -0.591
H17 8.028 -0.013 3.915
H18 6.115 12.075 3.992
H19 -6.134 0.481 -3.495
H20 7.390 8.754 3.500
H21 9.504 1.409 -0.584
H22 6.539 2.459 -4.563
H23 7.737 12.541 2.406
H24 -5.210 -9.106 4.955
H25 -1.831 3.594 -6.692
H26 -3.265 -6.862 1.388
H27 -9.296 -2.851 -4.082
H28 7.815 4.469 1.631
H29 -14.867 -5.016 -1.894
H30 10.313 3.532 0.255
H31 4.241 5.457 -2.126
H32 -14.183 -4.256 -0.463
H33 -8.145 -0.071 -3.149
H34 1.213 2.933 -3.332
H35 0.802 -10.369 3.775
H36 -7.159 -10.375 5.899
H37 2.138 4.054 -0.864
H38 1.380 6.134 -2.022
H39 7.120 2.837 1.676
H40 5.250 3.616 0.186
H41 -1.359 -11.545 3.249
H42 -3.217 -6.858 3.157
H43 8.799 11.884 5.204
H44 9.860 3.753 -2.524
H45 -6.089 -7.029 6.656
H46 4.959 0.579 -4.039
H47 -7.644 -8.934 6.809
H48 6.252 4.212 2.395
H49 1.091 -6.900 5.168
H50 6.717 6.041 0.164
H51 -10.669 -0.884 -1.537
H52 -2.946 -2.972 -0.789
H53 -0.066 -9.337 4.929
H54 -10.872 -2.393 -2.479
H55 1.044 1.516 -5.410
H56 5.061 8.819 2.562
H57 6.498 4.347 6.371
H58 -0.353 -7.414 3.191
H59 -0.523 -5.684 2.862
H60 1.956 3.758 -4.715
H61 0.085 -11.061 5.241
H62 5.129 7.083 2.288
H63 2.811 1.548 -5.548
H64 1.352 0.508 -3.361
H65 9.651 1.803 3.598
H66 4.401 3.137 5.719
H67 7.887 -0.072 2.163
H68 -4.205 -1.789 -0.730
H69 -4.273 3.300 -6.605
H70 0.916 -5.178 4.860
H71 -3.151 1.342 -8.300
H72 7.443 7.009 3.209
H73 -3.020 -3.976 -4.001
H74 5.924 -0.503 -5.060
H75 -15.044 -2.766 -2.998
H76 -5.347 -3.560 0.244
H77 -0.985 2.524 -7.822
H78 3.417 4.968 -0.050
H79 -10.462 -0.942 -3.309
H80 -8.161 -3.720 -3.077
H81 -7.698 -8.914 5.051
H82 -13.064 -3.944 -3.174
H83 -2.487 -9.631 4.991
H84 3.877 4.557 4.796
H85 -8.478 0.156 -1.477
H86 -1.513 -5.544 4.959
H87 -1.488 -9.811 2.920
H88 -5.665 -4.089 -1.375
H89 7.769 0.582 -6.275
H90 9.283 1.307 -2.341
H91 7.074 8.993 1.227
H92 -8.689 -2.373 -1.292
H93 5.155 7.716 3.941
H94 -6.722 1.118 -0.724
H95 11.182 2.850 -1.773
H96 1.786 -6.194 3.698
H97 -15.860 -3.914 -0.926
H98 -3.753 -0.184 -5.254
H99 10.358 -0.383 1.959
H100 -14.340 -2.016 -1.558
H101 2.960 2.959 -3.498
H102 -5.962 -1.216 -3.809
H103 2.650 7.052 -1.223
H104 -5.098 0.375 -0.614
H105 5.823 1.807 -6.045
H106 10.513 -0.340 3.721
H107 8.484 11.009 2.885
H108 -1.700 1.878 -6.333
H109 -6.442 -1.783 -1.574
H110 8.045 13.405 4.745
H111 8.199 2.301 -1.353
H112 8.402 -1.516 3.054
H113 -4.103 -4.736 3.050

Results of the Löwdin charge analysis, in e, for atoms 1 through 99:
1 O -0.091
2 O -0.098
3 O -0.088
4 O -0.093
5 O -0.094
6 O -0.087
7 O -0.093
8 O 0.186
9 O -0.092
10 O -0.099
11 O -0.090
12 O -0.096
13 O -0.090
14 O -0.070
15 O -0.090
16 O -0.100
17 O -0.088
18 N 0.175
19 N 0.212
20 C -0.092
21 C -0.082
22 C -0.152
23 C -0.087
24 C -0.308
25 C -0.089
26 C -0.120
27 C -0.086
28 C -0.082
29 C -0.083
30 C -0.095
31 C -0.320
32 C -0.084
33 C -0.322
34 C -0.320
35 C -0.312
36 C -0.408
37 C -0.083
38 C -0.322
39 C -0.047
40 C -0.321
41 C -0.121
42 C -0.089
43 C -0.301
44 C -0.308
45 C -0.087
46 C -0.366
47 C -0.092
48 C -0.319
49 C -0.047
50 C -0.095
51 C -0.319
52 C -0.073
53 C -0.210
54 C -0.092
55 C -0.085
56 C -0.323
57 C -0.321
58 C -0.313
59 C -0.090
60 C -0.157
61 C -0.317
62 C -0.318
63 B -0.432
64 H 0.110
65 H 0.069
66 H 0.070
67 H 0.061
68 H 0.086
69 H 0.073
70 H 0.064
71 H 0.074
72 H 0.108
73 H 0.056
74 H 0.074
75 H 0.090
76 H 0.132
77 H 0.072
78 H 0.085
79 H 0.095
80 H 0.072
81 H 0.079
82 H 0.136
83 H 0.094
84 H 0.067
85 H 0.109
86 H 0.109
87 H 0.099
88 H 0.074
89 H 0.113
90 H 0.071
91 H 0.077
92 H 0.071
93 H 0.072
94 H 0.081
95 H 0.075
96 H 0.119
97 H 0.075
98 H 0.076
99 H 0.075